2 unconnected molecules or ions with the total composition CH2BrF2NO2S at a distorted geometry, computed with ωB97M-V/def2-TZVPD.

Bonds (Å) are listed after each position.
Atoms and positions in Å:
1 C 1.9988 -0.4004 -1.3256  F5 1.325, S7 1.835, Br8 1.782
2 N 0.2287 0.7865 0.3397  S7 1.621, H9 1.036, H10 1.011
3 O 1.5794 -0.9176 1.2335  S7 1.447
4 O 2.6706 1.2955 0.6960  S7 1.437
5 F 2.7517 0.2618 -2.1921  C1 1.325
6 F -0.3740 0.9415 -2.4076  no bonds
7 S 1.7527 0.2368 0.3777  C1 1.835, N2 1.621, O3 1.447, O4 1.437
8 Br 2.0132 -2.1645 -1.5766  C1 1.782
9 H -0.1657 1.5330 -0.2609  N2 1.036
10 H -0.3436 -0.0259 0.5271  N2 1.011

Results
- energy above the lowest of the compared OMol25 structures with the same formula, charge and spin (eV) = 5.047
- strongest force on any atom (hartree/bohr) = 0.0547
- HOMO-LUMO gap (alpha / beta) (eV) = 8.97 / 5.44
- LUMO energy (alpha / beta) (eV) = -2.616 / -4.019
- highest occupied orbital energy (alpha / beta) (eV) = -11.6 / -9.5

Results of the Löwdin charge analysis, in e, for atoms 1 through 6: -0.783, -0.067, -0.327, -0.254, 0.024, -0.313